Entry 1:
C24H22BN8OsTe as an isolated structure, computed with wB97M-V/def2-TZVPD.

Last column: natural (NBO) charge in e.
Cartesian coordinates (Å):
Os: -0.049 0.239 -0.204  0.945
C: 3.620 0.229 -2.234  -0.278
C: 2.848 0.390 -1.095  0.025
N: 1.550 0.360 -1.420  -0.305
N: 1.458 0.184 -2.765  -0.337
C: 2.707 0.082 -3.258  0.038
B: 0.026 0.004 -3.326  0.921
N: -0.832 1.204 -2.867  -0.343
C: -1.583 2.091 -3.543  0.056
C: -2.249 2.902 -2.644  -0.281
C: -1.866 2.439 -1.397  0.032
N: -1.008 1.418 -1.538  -0.343
N: -0.532 -1.312 -2.732  -0.351
C: -0.924 -2.475 -3.272  0.080
C: -1.302 -3.345 -2.264  -0.301
C: -1.113 -2.632 -1.098  0.041
N: -0.641 -1.403 -1.368  -0.427
N: -0.027 -0.008 -4.886  -0.314
C: 0.742 0.474 -5.820  0.134
C: 0.085 0.273 -7.092  0.015
C: -1.150 -0.354 -6.737  -0.018
N: -1.244 -0.517 -5.457  -0.150
H: 4.693 0.207 -2.308  0.285
H: 3.152 0.519 -0.069  0.239
H: 2.899 -0.129 -4.295  0.240
H: -1.628 2.092 -4.619  0.243
H: -2.924 3.710 -2.868  0.285
H: -2.154 2.782 -0.417  0.243
H: -0.931 -2.627 -4.338  0.256
H: -1.668 -4.351 -2.376  0.283
H: -1.288 -2.931 -0.078  0.229
H: 1.683 0.970 -5.641  0.266
H: 0.456 0.557 -8.066  0.285
H: -1.948 -0.672 -7.395  0.288
Te: -0.309 0.094 2.364  0.621
C: -0.332 -1.533 3.777  -0.084
C: 0.860 -1.928 4.418  -0.200
C: 0.818 -2.968 5.307  -0.123
C: -0.426 -3.633 5.568  0.098
C: -1.612 -3.252 4.896  -0.175
C: -1.565 -2.224 3.999  -0.188
C: 0.192 1.578 3.853  -0.051
C: -0.882 2.254 4.513  -0.198
C: -0.608 3.218 5.439  -0.172
C: 0.745 3.531 5.729  0.114
C: 1.819 2.873 5.039  -0.101
C: 1.539 1.905 4.113  -0.213
H: 1.794 -1.424 4.210  0.243
H: 1.709 -3.306 5.821  0.279
H: -0.451 -4.439 6.293  0.272
H: -2.535 -3.778 5.104  0.286
H: -2.459 -1.914 3.472  0.260
H: -1.908 1.997 4.279  0.263
H: -1.399 3.744 5.959  0.287
H: 0.976 4.273 6.486  0.273
H: 2.839 3.159 5.266  0.279
H: 2.339 1.404 3.584  0.248

Results
LUMO (spin up / spin down)   -11.50 / -15.16 eV
Total energy   -1747.6736 Eh
Charge   +4
HOMO-LUMO gap (spin up / spin down)   7.0 / 3.9 eV
HOMO energy (spin up / spin down)   -18.47 / -19.09 eV
F_max   0.00626 Eh/bohr
2S+1   6

***

Entry 2:
C24H22Cl2NO5RhSSe2 as an isolated structure, computed with wB97M-V/def2-TZVPD.

Last column: natural (NBO) charge in e.
Cartesian coordinates (Å):
Rh: -0.888 -0.172 -1.342  1.248
C: -0.543 -3.976 -0.252  -0.813
Se: -1.852 -2.863 -1.154  0.471
C: -2.948 -2.488 0.416  -0.591
C: -2.312 -1.584 1.460  -0.584
Se: -2.254 0.285 0.879  0.531
C: -0.906 0.920 2.115  -0.799
H: -1.021 -4.880 0.118  0.224
H: -0.068 -3.423 0.555  0.220
H: 0.213 -4.233 -0.990  0.240
H: -3.178 -3.457 0.861  0.232
H: -3.873 -2.065 0.027  0.260
H: -1.288 -1.877 1.692  0.226
H: -2.901 -1.607 2.377  0.232
H: -0.015 0.305 2.021  0.231
H: -1.302 0.904 3.127  0.227
H: -0.699 1.944 1.808  0.266
O: -1.490 3.480 -0.265  -0.574
C: -1.294 3.130 -1.405  0.672
N: -0.882 1.867 -1.801  -0.713
C: -0.887 1.770 -3.165  0.686
O: -0.693 0.677 -3.693  -0.600
C: -1.181 3.106 -3.744  -0.149
C: -1.259 3.555 -5.043  -0.154
C: -1.596 4.892 -5.237  -0.199
C: -1.850 5.732 -4.157  -0.191
C: -1.775 5.263 -2.846  -0.196
C: -1.435 3.942 -2.664  -0.046
H: -1.072 2.891 -5.876  0.230
H: -1.668 5.285 -6.242  0.218
H: -2.115 6.765 -4.340  0.217
H: -1.982 5.905 -2.000  0.231
C: 4.664 -1.279 5.492  -0.726
C: 6.046 -1.838 5.282  0.441
O: 6.840 -2.013 6.163  -0.534
S: 6.572 -2.267 3.615  0.235
C: 5.140 -1.939 2.616  -0.212
C: 4.309 -2.990 2.236  -0.201
C: 3.199 -2.746 1.447  -0.168
C: 2.905 -1.447 1.025  -0.177
C: 3.755 -0.399 1.395  -0.181
C: 4.867 -0.646 2.179  -0.155
C: 1.752 -1.182 0.224  0.063
C: 0.765 -0.957 -0.464  -0.481
H: 4.456 -1.291 6.559  0.245
H: 3.913 -1.846 4.946  0.237
H: 4.631 -0.249 5.134  0.243
H: 4.536 -3.995 2.566  0.231
H: 2.551 -3.560 1.148  0.223
H: 3.532 0.603 1.055  0.230
H: 5.530 0.163 2.458  0.222
Cl: -5.358 -1.759 -3.161  -0.009
C: -5.277 -0.157 -2.414  -0.298
Cl: -5.919 -0.201 -0.750  -0.033
C: -3.838 0.394 -2.361  0.765
O: -3.669 1.541 -2.729  -0.640
O: -2.982 -0.452 -1.921  -0.812
H: -5.904 0.517 -2.983  0.240

Results
LUMO (spin up / spin down)   -0.15 / -2.81 eV
Total energy   -7590.5859 Eh
Charge   0
HOMO-LUMO gap (spin up / spin down)   8.0 / 6.4 eV
Energy relative to the best compared isomer or geometry (same formula, charge and spin)   0.0 kcal/mol
HOMO energy (spin up / spin down)   -8.13 / -9.18 eV
F_max   0.00440 Eh/bohr
2S+1   5

***

Entry 3:
A 4-piece molecular cluster, C24H22F25NO8P2 overall at a distorted geometry, computed with wB97M-V/def2-TZVPD.

Last column: Mulliken charge in e.
Cartesian coordinates (Å):
O: 9.369 1.435 -0.008  -0.435
C: 10.116 1.737 -0.893  0.829
N: 10.639 2.098 -1.974  -0.573
P: 9.437 2.105 -3.298  0.557
F: 10.023 0.558 -3.746  -0.412
C: 7.743 1.342 -3.010  -0.485
C: 6.557 2.038 -3.789  0.328
O: 6.584 2.312 -4.993  -0.577
C: 5.241 2.353 -2.963  0.758
C: 4.138 3.227 -3.538  -0.395
C: 2.859 3.505 -2.772  -0.615
C: 2.653 2.954 -1.380  -0.196
C: 3.725 2.089 -0.786  -0.575
C: 4.979 1.786 -1.579  -0.206
P: 8.809 4.112 -2.626  0.800
O: 7.647 4.129 -1.659  -0.564
O: 10.143 4.832 -1.844  -0.581
O: 8.574 5.049 -4.006  -0.532
H: 9.852 2.681 -4.532  0.115
H: 7.570 1.286 -1.897  0.125
H: 7.792 0.265 -3.388  0.461
H: 4.195 3.694 -4.564  0.340
H: 2.020 4.123 -3.197  0.312
H: 1.735 3.152 -0.749  0.291
H: 3.624 1.645 0.255  0.355
H: 5.716 1.095 -1.059  0.180
H: 10.183 4.532 -0.915  0.342
H: 7.722 5.530 -3.908  0.346
F: 0.669 1.471 2.792  -0.198
C: -0.521 0.931 3.122  0.070
F: -0.789 -0.006 2.176  -0.216
C: -1.641 1.969 3.169  0.900
F: -1.843 2.522 1.950  -0.275
F: -2.798 1.313 3.480  -0.332
C: -1.472 3.093 4.211  -0.745
O: -0.957 4.339 3.735  -0.408
C: 0.439 4.474 3.664  0.767
F: 1.032 3.426 4.266  -0.270
F: 0.748 5.559 4.411  -0.300
C: 0.932 4.693 2.231  0.191
F: 0.596 3.655 1.431  -0.177
F: 2.281 4.795 2.197  -0.276
H: -0.420 0.413 4.080  0.288
H: -2.481 3.340 4.553  0.421
H: -0.952 2.755 5.110  0.336
H: 0.503 5.602 1.804  0.241
F: -1.029 -2.949 1.610  -0.251
C: -2.341 -3.202 1.789  0.188
F: -2.518 -3.366 3.126  -0.291
C: -2.802 -4.448 1.035  0.776
F: -2.175 -5.555 1.494  -0.278
F: -4.130 -4.628 1.308  -0.305
C: -2.665 -4.390 -0.500  -0.725
O: -1.519 -5.027 -1.068  -0.424
C: -0.332 -4.277 -1.140  0.765
F: -0.581 -2.994 -0.820  -0.273
F: 0.029 -4.275 -2.444  -0.300
C: 0.797 -4.889 -0.305  0.198
F: 0.460 -4.963 1.001  -0.205
F: 1.914 -4.128 -0.381  -0.250
H: -2.915 -2.321 1.487  0.263
H: -3.507 -4.962 -0.898  0.427
H: -2.807 -3.381 -0.893  0.373
H: 1.036 -5.897 -0.652  0.236
F: -10.302 -2.981 1.529  -0.210
C: -10.869 -2.974 0.307  0.098
F: -11.897 -3.859 0.358  -0.275
C: -9.886 -3.370 -0.794  0.882
F: -9.454 -4.641 -0.625  -0.262
F: -10.568 -3.360 -1.978  -0.330
C: -8.668 -2.443 -0.974  -0.723
O: -7.445 -2.862 -0.363  -0.367
C: -7.246 -2.521 0.986  0.751
F: -8.207 -1.667 1.387  -0.291
F: -6.084 -1.825 1.028  -0.274
C: -7.130 -3.752 1.888  0.574
F: -8.247 -4.509 1.837  -0.245
F: -6.963 -3.386 3.182  -0.264
H: -11.293 -1.983 0.119  0.281
H: -8.442 -2.448 -2.043  0.409
H: -8.900 -1.400 -0.746  0.317
H: -6.285 -4.375 1.591  -0.007

Results
LUMO   -0.41 eV
Total energy   -4763.7665 Eh
SMILES   O=C=N[PH](F)(CC(=O)c1ccccc1)P(=O)(O)O.FC(F)C(F)(F)COC(F)(F)C(F)F.FC(F)C(F)(F)COC(F)(F)C(F)F.FC(F)C(F)(F)COC(F)(F)C(F)F
Charge   0
HOMO-LUMO gap   8.7 eV
HOMO energy   -9.16 eV
F_max   0.07820 Eh/bohr

***

Entry 4:
C24H22F3INO3PS2V as an isolated structure, computed with wB97M-V/def2-TZVPD.

Last column: natural (NBO) charge in e.
Cartesian coordinates (Å):
V: -1.784 0.572 1.397  1.345
F: -4.642 0.301 -1.839  -0.302
C: -4.726 -0.739 -0.991  0.907
F: -4.663 -1.881 -1.666  -0.284
F: -5.873 -0.668 -0.327  -0.282
C: -3.534 -0.671 -0.017  0.703
O: -2.680 -1.511 0.075  -0.551
O: -3.489 0.426 0.694  -0.667
I: -0.190 0.325 3.977  0.321
C: -1.988 -0.367 3.127  -0.845
H: -2.840 -0.061 3.729  0.272
H: -1.942 -1.444 2.961  0.269
O: -0.333 0.222 0.402  -1.018
P: 0.479 -0.766 -0.561  1.944
C: 2.136 -0.150 -0.644  -0.492
C: 3.235 -0.986 -0.446  -0.099
C: 4.515 -0.477 -0.606  -0.217
C: 4.697 0.850 -0.959  -0.147
C: 3.604 1.685 -1.166  -0.206
C: 2.322 1.186 -1.016  -0.164
C: -0.262 -0.684 -2.175  -0.392
C: -1.276 0.215 -2.483  -0.195
C: -1.788 0.271 -3.770  -0.195
C: -1.280 -0.571 -4.748  -0.151
C: -0.245 -1.452 -4.456  -0.178
C: 0.270 -1.507 -3.174  -0.197
C: 0.455 -2.397 0.126  -0.487
C: -0.224 -3.440 -0.506  -0.160
C: -0.253 -4.694 0.087  -0.143
C: 0.371 -4.899 1.307  -0.163
C: 1.031 -3.857 1.951  -0.197
C: 1.076 -2.607 1.365  -0.195
H: 3.097 -2.026 -0.180  0.227
H: 5.370 -1.123 -0.460  0.242
H: 5.699 1.240 -1.088  0.241
H: 3.755 2.715 -1.460  0.234
H: 1.468 1.829 -1.200  0.221
H: -1.654 0.902 -1.734  0.202
H: -2.581 0.966 -4.010  0.241
H: -1.687 -0.534 -5.750  0.242
H: 0.161 -2.089 -5.229  0.242
H: 1.090 -2.181 -2.949  0.232
H: -0.742 -3.273 -1.441  0.241
H: -0.771 -5.509 -0.400  0.235
H: 0.342 -5.878 1.767  0.241
H: 1.515 -4.026 2.903  0.238
H: 1.599 -1.797 1.860  0.227
S: -2.102 2.835 1.537  0.021
C: -0.668 3.633 2.105  0.007
N: -0.717 4.509 3.072  -0.497
C: 0.559 5.116 3.482  -0.235
C: 1.490 4.958 2.283  -0.527
S: 0.869 3.500 1.366  0.432
H: -1.572 4.671 3.590  0.450
H: 0.926 4.586 4.361  0.231
H: 0.408 6.162 3.736  0.256
H: 2.519 4.780 2.581  0.269
H: 1.449 5.808 1.607  0.253

Results
LUMO (spin up / spin down)   -7.78 / -7.10 eV
Total energy   -3886.8351 Eh
Charge   +2
HOMO-LUMO gap (spin up / spin down)   6.9 / 7.6 eV
Energy relative to the best compared isomer or geometry (same formula, charge and spin)   11.4 kcal/mol
HOMO energy (spin up / spin down)   -14.68 / -14.68 eV
F_max   0.01625 Eh/bohr
2S+1   2